No. 1
# C4H8O2

One molecule with the formula C4H8O2 (ωB97M-V/def2-TZVPD, the OMol25 dataset).

Summary:
**SMILES**: OC[C@H]1C[C@H]1O
**Strongest force on any atom**: 1.0 eV/A
**Molecular weight**: 88.1 g mol⁻¹
**LUMO energy**: 0.0317 Eh
**HOMO-LUMO gap**: 0.39468 Eh
**Energy above the lowest of the compared OMol25 structures with the same formula, charge and spin**: 225.69 kJ/mol

Structure (ORCA input):
```
! wB97M-V def2-TZVPD RIJCOSX def2/J DEFGRID3
* xyz 0 1
O 2.26357 -0.87026 -0.45638
C 1.00783 -0.32254 -0.76991
C 0.32478 0.32966 0.41490
C -0.79468 1.32382 0.26695
C -1.13120 -0.07384 0.65711
O -1.75396 -0.89845 -0.27279
H 2.18882 -1.30554 0.40207
H 0.33556 -1.13670 -1.17146
H 1.14746 0.33824 -1.62884
H 0.94214 0.41195 1.31122
H -1.06764 1.60547 -0.74631
H -0.87972 2.11529 1.00445
H -1.39234 -0.30083 1.68837
H -1.04860 -1.30479 -0.81807
*
```

=====

No. 2
# C46H59FeO4

C46H59FeO4 as an isolated structure (ωB97M-V/def2-TZVPD, the OMol25 dataset).

Summary:
**Strongest force on any atom**: 2.7 eV/A
**⟨S²⟩**: 6.013
**Molecular weight**: 731.8 g mol⁻¹
**LUMO energy (alpha / beta)**: 0.0896 / 0.0896 Eh
**HOMO-LUMO gap (alpha / beta)**: 0.21474 / 0.23253 Eh
**Energy above the lowest of the compared OMol25 structures with the same formula, charge and spin**: 11.67 kJ/mol

Structure (ORCA input):
```
! wB97M-V def2-TZVPD RIJCOSX def2/J DEFGRID3
* xyz -1 5
Fe 2.24628 1.79265 0.10807
C 3.36130 2.48846 -2.96317
O 2.36146 1.90925 -2.12222
C 1.33080 1.16821 -2.71130
C 1.44427 -0.24889 -2.79172
C 2.69700 -1.00719 -2.41801
C 2.84753 -1.73222 -1.12112
C 3.50835 -2.93606 -1.14120
C 3.94675 -3.60620 0.01948
C 3.64949 -2.98339 1.26267
C 2.81755 -1.83784 1.32788
C 2.57593 -1.22847 2.64993
C 1.26839 -0.42815 2.91464
C 0.19405 -1.10973 3.45042
C -1.06100 -0.49153 3.65643
C -1.13327 0.87767 3.45238
C -0.04980 1.63075 2.96133
C -0.24091 3.12325 2.56702
C -0.84952 3.38717 1.20856
C -2.21297 3.52266 1.12086
C -2.89591 3.64172 -0.08379
C -2.10349 3.70084 -1.26682
C -0.72272 3.49627 -1.30341
C 0.00729 3.31511 -2.59293
C 0.13022 1.83407 -2.97627
C -0.96033 1.11061 -3.53233
C -0.85946 -0.27675 -3.64492
C 0.39928 -0.91794 -3.38718
C -2.07337 -1.09606 -4.08752
C -2.68962 -1.89183 -2.87300
C -1.62217 -1.99490 -5.30219
C -3.20226 -0.19238 -4.63865
C -0.09002 3.41987 -0.01410
O 1.22760 3.47996 -0.01835
C -4.42496 3.85547 -0.18388
C -5.08753 2.68845 -1.00968
C -5.18201 4.01565 1.16569
C -4.76275 5.19134 -0.90312
C 1.20081 0.95686 2.76081
O 2.29331 1.71627 2.22936
C 3.07915 2.51691 3.16427
C -2.23607 -1.33456 4.20121
C -2.38687 -2.68492 3.48217
C -3.54231 -0.53318 4.16935
C -1.87163 -1.52595 5.68584
C 2.37832 -1.23308 0.13620
O 1.72127 -0.08437 0.13869
C 4.65732 -4.91409 -0.03911
C 4.64998 -5.53976 1.37156
C 6.06418 -4.61622 -0.58957
C 3.87110 -5.79745 -0.99750
H 3.76986 3.40005 -2.45023
H 4.20333 1.78588 -3.08358
H 3.00316 2.73062 -3.95405
H 2.91959 -1.74574 -3.22870
H 3.55428 -0.26356 -2.47972
H 3.63938 -3.47890 -2.13145
H 4.13525 -3.45555 2.12491
H 2.60470 -2.04667 3.37079
H 3.37734 -0.57537 2.94270
H 0.31810 -2.13327 3.76492
H -2.08991 1.33724 3.65511
H -0.98665 3.56469 3.28459
H 0.71912 3.66660 2.60113
H -2.69539 3.68889 2.10361
H -2.62696 3.88154 -2.20271
H -0.61333 3.78006 -3.38029
H 0.99631 3.77073 -2.59293
H -1.91329 1.61024 -3.80676
H 0.45958 -1.96445 -3.57997
H -1.98130 -2.63212 -2.47672
H -2.93934 -1.14443 -2.14390
H -3.55313 -2.45065 -3.23639
H -1.02133 -2.83982 -5.00130
H -2.46538 -2.40980 -5.86216
H -1.02648 -1.34297 -5.97393
H -3.66928 0.43728 -3.87677
H -2.80875 0.42724 -5.46215
H -4.01245 -0.80187 -5.08607
H -5.02045 1.74468 -0.44929
H -6.15546 2.87732 -1.18787
H -4.61154 2.57533 -1.97757
H -5.22434 3.10908 1.79270
H -4.82336 4.89895 1.74252
H -6.22266 4.27602 0.84628
H -4.02901 5.35249 -1.69842
H -5.75371 5.13280 -1.33577
H -4.70499 6.04582 -0.21490
H 3.42252 1.91709 4.02967
H 3.86679 2.93030 2.54128
H 2.46933 3.30654 3.62827
H -2.52328 -2.45991 2.41846
H -1.53083 -3.31771 3.56837
H -3.28433 -3.20785 3.90119
H -3.83051 -0.18350 3.13591
H -4.40465 -1.15500 4.52643
H -3.47217 0.33025 4.83716
H -0.96983 -2.19516 5.81495
H -1.53819 -0.57497 6.06528
H -2.72708 -1.90494 6.27816
H 5.18998 -4.92034 2.01997
H 3.63045 -5.71902 1.73864
H 5.14608 -6.53659 1.38619
H 6.56970 -3.86125 -0.01544
H 6.71332 -5.50695 -0.47833
H 6.00899 -4.23565 -1.64460
H 2.82221 -5.80043 -0.64523
H 3.99266 -5.49543 -2.02639
H 4.24490 -6.84510 -0.97880
H 3.78444 2.03088 0.05141
*
```

=====

No. 3
# C4H15N2O

A 2-piece molecular cluster, C4H15N2O overall (ωB97M-V/def2-TZVPD, the OMol25 dataset).

Summary:
**Strongest force on any atom**: 1.7 eV/A
**⟨S²⟩**: 0.754
**Molecular weight**: 107.2 g mol⁻¹
**LUMO energy (alpha / beta)**: -0.2401 / -0.4251 Eh
**HOMO-LUMO gap (alpha / beta)**: 0.48296 / 0.29795 Eh
**Energy above the lowest of the compared OMol25 structures with the same formula, charge and spin**: 0.00 kJ/mol

Structure (ORCA input):
```
! wB97M-V def2-TZVPD RIJCOSX def2/J DEFGRID3
* xyz 2 2
N 1.64202 0.80217 0.06491
C 0.57796 -0.24648 0.33848
C 0.78940 -0.76178 1.75119
C -0.79334 0.43167 0.09612
N -1.89626 -0.37380 0.54182
C -2.22385 -1.63612 -0.07651
H 1.50565 1.15343 -0.90644
H 2.50628 0.24267 0.10710
H 1.72945 1.53122 0.77343
H 0.78457 -1.02759 -0.38323
H 0.84124 0.06951 2.45891
H -0.02731 -1.40748 2.08214
H 1.72750 -1.30448 1.80187
H -0.90016 0.63623 -0.97844
H -0.80656 1.40205 0.57561
H -2.69785 0.14082 0.93111
H -3.10600 -2.01656 0.41554
H -1.39409 -2.33535 -0.01863
H -2.54660 -1.36550 -1.09276
H 0.85363 2.55308 -2.82420
H 2.09088 1.73771 -3.13712
O 1.34345 1.77457 -2.52092
*
```

=====

No. 4
# C32H49BrClIrO2P

C32H49BrClIrO2P as an isolated structure (ωB97M-V/def2-TZVPD, the OMol25 dataset).

Summary:
**Strongest force on any atom**: 2.9 eV/A
**⟨S²⟩**: 6.021
**Molecular weight**: 804.3 g mol⁻¹
**LUMO energy (alpha / beta)**: 0.0979 / 0.0798 Eh
**HOMO-LUMO gap (alpha / beta)**: 0.17825 / 0.26285 Eh
**Energy above the lowest of the compared OMol25 structures with the same formula, charge and spin**: 36.14 kJ/mol

Structure (ORCA input):
```
! wB97M-V def2-TZVPD RIJCOSX def2/J DEFGRID3
* xyz -1 5
Ir 1.13103 -0.77736 0.72540
Cl 2.76898 -1.22598 -0.80122
P 0.05471 0.47565 -1.00033
C 1.59670 -2.98655 1.40747
H 0.60626 -3.29950 1.09776
H 2.42248 -3.68598 1.19636
C -1.38386 1.69417 -0.60127
C -0.63308 -0.71794 -2.28228
C -2.66285 0.96117 -0.17829
H -0.99396 2.20069 0.29484
C -3.70875 1.90639 0.42518
H -3.10815 0.45581 -1.04911
H -2.43358 0.18495 0.56618
C -4.00075 3.14344 -0.42955
H -4.63724 1.34273 0.58040
H -3.36132 2.20923 1.42179
C -2.75122 3.79745 -1.01995
H -4.68111 2.86301 -1.24594
H -4.53342 3.87713 0.18400
C -1.75888 2.78867 -1.61645
H -3.05179 4.51135 -1.79890
H -2.24058 4.37469 -0.23667
H -2.21606 2.32944 -2.50672
H -0.87424 3.33086 -1.96792
C 1.35947 1.47451 -1.94298
C -1.67605 -0.19018 -3.28537
H 0.28074 -0.98083 -2.84356
C -1.90478 -1.23049 -4.38665
H -2.63261 -0.00068 -2.77490
H -1.35976 0.76156 -3.74053
C -2.30370 -2.61012 -3.85417
H -2.67274 -0.86352 -5.07738
H -0.97528 -1.32538 -4.96270
C -1.42977 -3.08496 -2.68419
H -3.35333 -2.58286 -3.52981
H -2.23895 -3.34495 -4.66622
C -1.16284 -2.00158 -1.63651
H -1.90309 -3.93998 -2.18804
H -0.46384 -3.44257 -3.06804
H -2.09199 -1.78121 -1.08268
H -0.44539 -2.38818 -0.89813
C 1.76051 2.71460 -1.14386
H 2.23428 0.80027 -1.95598
C 2.98796 3.38622 -1.76125
H 0.92086 3.42718 -1.11785
H 1.99252 2.44805 -0.10192
C 2.83140 3.67327 -3.25859
H 3.18415 4.31713 -1.22179
H 3.85875 2.73684 -1.59596
C 2.31079 2.46524 -4.04849
H 2.15761 4.53016 -3.41342
H 3.80801 3.96749 -3.65678
C 1.07992 1.80919 -3.41035
H 2.06163 2.75245 -5.07656
H 3.10411 1.70737 -4.12573
H 0.21114 2.48080 -3.50709
H 0.84259 0.89237 -3.96478
C 1.10123 0.86265 1.70981
C 1.84662 -1.91750 2.32497
H 0.51466 1.73960 1.38453
C 3.31833 -1.84520 2.83919
H 1.16894 -1.86996 3.20290
C 3.52022 -0.66448 3.78335
H 3.51804 -2.78504 3.39230
H 4.05382 -1.79963 2.01323
C 3.17806 0.67072 3.13352
H 2.91179 -0.81892 4.69822
H 4.58249 -0.62482 4.05828
C 1.65540 0.99033 3.05777
H 3.62432 1.47615 3.73269
H 3.60882 0.68483 2.12304
H 1.03584 0.35132 3.71006
H 1.52335 2.04185 3.37088
Br -2.22589 -4.35136 1.67398
C -1.30546 -3.78358 3.23835
C -0.73776 -4.75675 4.05771
C -0.01583 -4.37593 5.20118
C -0.08874 -3.04472 5.62469
C -0.75644 -2.08497 4.85703
C -1.16506 -2.42176 3.55151
C -1.32279 -1.34168 2.51588
O -1.87106 -0.27847 2.81067
O -0.76313 -1.62342 1.37925
H -0.84850 -5.80756 3.80810
H 0.56313 -5.11881 5.75968
H 0.37477 -2.75135 6.57239
H -0.92077 -1.08228 5.23232
*
```